1.
ORCA calculation (ωB97M-V/def2-TZVPD) on C3H10NP in the gas phase.

Values from the calculation:
**HOMO**: -8.43 eV
**Gap between HOMO and LUMO**: 0.34031 hartree
**SMILES**: CP(C)(C)=N
**Energy relative to the best compared isomer or geometry (same formula, charge and spin)**: 156.45 kJ/mol

ORCA input file:
```
! wB97M-V def2-TZVPD RIJCOSX def2/J DEFGRID3
* xyz 0 1
C -0.514 -0.987 -1.298
P 0.603 -0.079 -0.162
C 0.427 -0.928 1.364
C -0.316 1.853 0.259
N 2.108 -0.048 -0.449
H -0.323 -2.089 -1.318
H -1.394 -0.819 -0.716
H -0.600 -0.774 -2.320
H 0.471 -0.216 2.259
H -0.513 -1.506 1.323
H 1.306 -1.633 1.345
H -0.996 1.632 0.998
H 0.607 2.430 0.654
H -0.597 2.439 -0.664
H 2.513 0.706 -0.978
*
```


2.
ORCA calculation (ωB97M-V/def2-TZVPD) on a molecular structure, CHClF2OS2.

Values from the calculation:
**HOMO (spin up / spin down)**: -10.08 / -9.92 eV
**Gap between HOMO and LUMO (spin up / spin down)**: 0.25790 / 0.25876 hartree
**Energy relative to the best compared isomer or geometry (same formula, charge and spin)**: 343.73 kJ/mol

ORCA input file:
```
! wB97M-V def2-TZVPD RIJCOSX def2/J DEFGRID3
* xyz 0 1
C -0.970 0.350 0.028
O -2.612 -1.269 1.328
F -1.331 1.616 0.063
F 0.357 0.287 -0.222
S -2.505 1.752 2.713
S -1.436 -0.441 1.650
Cl 0.213 -1.662 1.586
H -1.550 -0.219 -0.875
*
```


3.
ORCA calculation (ωB97M-V/def2-TZVPD) on a molecular structure, C7H17BrGaLiO.

Values from the calculation:
**HOMO**: -7.84 eV
**Gap between HOMO and LUMO**: 0.22765 hartree

ORCA input file:
```
! wB97M-V def2-TZVPD RIJCOSX def2/J DEFGRID3
* xyz 0 1
C 3.106 -1.369 0.209
O 3.515 -0.201 -0.454
C 3.102 1.012 0.148
C 1.939 1.700 -0.574
C 0.544 1.391 -0.005
Ga -0.396 -0.231 -0.752
C -1.458 -1.305 0.700
C -2.986 -1.063 0.919
C -3.429 0.022 -0.044
Br -3.155 1.816 0.572
H 3.013 -2.159 -0.539
H 2.134 -1.261 0.703
H 3.854 -1.668 0.958
H 3.981 1.666 0.163
H 2.823 0.820 1.196
H 2.138 2.780 -0.538
H 2.007 1.408 -1.630
H 0.610 1.328 1.089
H -0.117 2.241 -0.211
H -1.479 0.226 -1.967
H 0.600 -1.276 -1.425
H -1.330 -2.340 0.366
H -0.933 -1.224 1.656
H -3.273 -0.727 1.922
H -3.552 -1.982 0.731
H -4.509 -0.035 -0.256
H -2.797 -0.061 -0.923
Li -3.951 0.494 -2.012
*
```


4.
ORCA calculation (ωB97M-V/def2-TZVPD) on a molecular structure, C40H30Br2ClN3O3PPrS3.

Values from the calculation:
**HOMO (spin up / spin down)**: -7.72 / -7.72 eV
**Gap between HOMO and LUMO (spin up / spin down)**: 0.27819 / 0.27856 hartree
**Energy relative to the best compared isomer or geometry (same formula, charge and spin)**: 66.73 kJ/mol

ORCA input file:
```
! wB97M-V def2-TZVPD RIJCOSX def2/J DEFGRID3
* xyz 0 3
Pr -1.038 0.403 0.276
Br -3.634 -1.246 4.494
C -4.200 -1.644 2.718
C -5.320 -2.425 2.490
C -5.672 -2.736 1.200
Br -7.174 -3.877 0.925
C -4.957 -2.228 0.098
C -5.253 -2.515 -1.250
C -4.520 -1.923 -2.243
C -3.488 -1.041 -1.894
N -3.149 -0.789 -0.647
C -3.846 -1.377 0.350
C -3.385 -1.132 1.700
O -2.287 -0.523 1.952
H -5.893 -2.800 3.324
H -6.055 -3.202 -1.482
H -4.721 -2.125 -3.284
H -2.914 -0.527 -2.659
C 5.536 1.929 -2.069
C 4.694 2.569 -1.172
C 3.350 2.254 -1.139
C 2.835 1.280 -1.994
C 3.688 0.620 -2.871
C 5.030 0.961 -2.919
P 1.103 0.798 -1.690
C 0.646 -0.181 -3.175
C 0.687 0.303 -4.479
C 0.321 -0.519 -5.529
C -0.080 -1.824 -5.288
C -0.151 -2.302 -3.991
C 0.205 -1.480 -2.936
C 0.102 2.284 -2.049
C 0.539 3.345 -2.830
C -0.362 4.340 -3.164
C -1.670 4.243 -2.718
C -2.075 3.183 -1.918
C -1.212 2.143 -1.522
H 6.591 2.161 -2.080
H 5.094 3.300 -0.487
H 2.678 2.741 -0.443
H 3.300 -0.163 -3.507
H 5.693 0.457 -3.607
H 0.985 1.323 -4.672
H 0.344 -0.149 -6.543
H -0.346 -2.471 -6.110
H -0.477 -3.311 -3.791
H 0.157 -1.839 -1.907
H 1.570 3.393 -3.159
H -0.052 5.177 -3.774
H -2.385 5.006 -2.997
H -3.110 3.163 -1.582
S -1.185 3.436 4.082
C -1.154 4.407 2.667
C -1.556 3.683 1.591
N -1.882 2.388 1.861
C -1.738 2.122 3.122
H -0.856 5.433 2.725
H -1.644 4.042 0.577
H -1.958 1.166 3.564
S -1.204 -3.153 0.128
C -0.425 -3.258 1.574
N -1.030 -3.149 2.763
C -0.192 -3.069 3.937
C 1.084 -3.825 3.589
S 1.260 -3.691 1.767
H -1.941 -2.713 2.800
H -0.714 -3.531 4.781
H 0.025 -2.018 4.180
H 1.002 -4.887 3.822
H 1.967 -3.413 4.070
Cl 6.409 -0.631 4.474
C 4.923 -0.343 3.634
C 4.043 0.616 4.114
C 2.846 0.828 3.453
C 2.533 0.079 2.325
C 3.428 -0.873 1.849
C 4.631 -1.082 2.495
C 1.238 0.260 1.604
O 0.694 1.389 1.560
O 0.739 -0.746 1.037
H 4.295 1.186 4.996
H 2.142 1.567 3.809
H 3.161 -1.439 0.969
H 5.338 -1.807 2.123
*
```


5.
ORCA calculation (ωB97M-V/def2-TZVPD) on a molecular structure, C15H20MgN2O2.

Values from the calculation:
**HOMO**: -7.34 eV
**Gap between HOMO and LUMO**: 0.22419 hartree
**Energy relative to the best compared isomer or geometry (same formula, charge and spin)**: 9.96 kJ/mol

ORCA input file:
```
! wB97M-V def2-TZVPD RIJCOSX def2/J DEFGRID3
* xyz 0 1
C 1.526 -0.433 3.147
C -1.824 -0.168 2.174
H 1.092 -1.136 2.414
H 0.953 -0.588 4.082
H 2.580 -0.698 3.338
H -2.768 0.348 2.009
H -2.012 -1.161 2.586
H -1.202 0.401 2.859
C 2.354 -0.842 -0.503
C 3.400 -0.766 -1.439
C 3.248 0.039 -2.573
C 2.075 0.775 -2.700
H 2.455 -1.475 0.393
H 4.305 -1.346 -1.281
H 3.996 0.104 -3.357
H 1.884 1.404 -3.556
N 1.201 -0.161 -0.667
C 1.072 0.688 -1.727
C -0.167 1.493 -1.818
N -1.088 1.295 -0.832
C -2.182 2.085 -0.751
C -1.596 3.157 -2.823
C -2.490 3.014 -1.753
H -2.798 1.948 0.146
H -3.413 3.587 -1.691
C -0.412 2.421 -2.843
H 0.323 2.515 -3.637
H -1.793 3.833 -3.645
Mg -0.847 -0.383 0.296
C 1.435 0.996 2.575
H 0.602 1.135 1.861
H 2.328 1.265 1.996
H 1.307 1.772 3.349
C -2.173 -3.789 1.189
C -1.621 -3.355 -0.148
O -1.786 -4.074 -1.135
O -0.990 -2.205 -0.135
H -1.393 -3.876 1.958
H -2.662 -4.757 1.098
H -2.915 -3.063 1.547
*
```


6.
ORCA calculation (ωB97M-V/def2-TZVPD) on 2 unconnected molecules or ions with the total composition C3H6O2.

Values from the calculation:
**HOMO**: -9.49 eV
**Gap between HOMO and LUMO**: 0.37157 hartree
**SMILES**: O=CO.C=C
**Energy relative to the best compared isomer or geometry (same formula, charge and spin)**: 310.51 kJ/mol

ORCA input file:
```
! wB97M-V def2-TZVPD RIJCOSX def2/J DEFGRID3
* xyz 0 1
O 1.770 1.340 -0.484
C 2.577 0.481 -0.180
O 2.418 -0.395 0.914
H 3.445 0.236 -0.768
H 2.147 -1.335 0.662
C -2.118 0.515 -0.134
C -1.890 -0.793 0.119
H -1.732 1.006 -1.154
H -2.486 1.333 0.440
H -2.131 -1.552 -0.615
H -2.001 -0.838 1.200
*
```


7.
ORCA calculation (ωB97M-V/def2-TZVPD) on a molecular structure, C32H35ClN5O7PSScSi.

Values from the calculation:
**HOMO**: -10.42 eV
**Gap between HOMO and LUMO**: 0.29701 hartree

ORCA input file:
```
! wB97M-V def2-TZVPD RIJCOSX def2/J DEFGRID3
* xyz 1 1
Sc 1.696 0.566 0.864
O 2.252 -0.416 2.817
Cl 2.037 0.911 3.431
O 2.551 1.010 4.742
O 2.668 1.832 2.478
O 0.598 1.140 3.365
S 4.436 -1.103 -2.512
C 3.694 -2.490 -1.852
C 2.871 -2.183 -0.817
C 2.813 -0.782 -0.509
C 3.632 -0.092 -1.369
C 3.896 1.342 -1.250
C 4.820 2.045 -2.019
C 5.053 3.377 -1.749
C 4.375 3.991 -0.699
C 3.466 3.241 0.007
N 3.201 1.957 -0.280
H 3.906 -3.469 -2.273
H 2.312 -2.950 -0.284
H 5.354 1.534 -2.811
H 5.779 3.934 -2.331
H 4.556 5.025 -0.431
H 2.944 3.654 0.870
N -1.586 2.451 2.841
C -1.631 3.541 1.811
P 0.032 3.688 1.046
O 0.405 2.274 0.581
O 0.899 4.400 2.009
C -0.354 4.677 -0.449
N 0.521 4.305 -1.595
H -1.674 1.544 2.403
H -2.303 2.537 3.546
H -0.672 2.423 3.298
H -1.827 4.486 2.312
H -2.427 3.338 1.096
H -0.246 5.727 -0.169
H -1.394 4.500 -0.737
H 0.436 4.987 -2.337
H 0.125 2.778 -1.901
H 1.488 4.306 -1.321
O -0.081 -0.323 0.516
Si -0.967 -1.707 0.490
C -0.825 -2.558 -1.178
C 0.001 -2.081 -2.202
C 0.150 -2.778 -3.397
C -0.528 -3.975 -3.592
C -1.348 -4.477 -2.585
C -1.487 -3.779 -1.392
C -0.543 -3.005 1.747
C -1.510 -3.930 2.159
C -1.178 -4.979 3.007
C 0.127 -5.115 3.470
C 1.099 -4.201 3.082
C 0.766 -3.162 2.221
C -2.745 -1.196 0.813
C -3.820 -1.468 -0.040
C -5.117 -1.061 0.279
C -5.360 -0.363 1.457
C -4.310 -0.107 2.336
C -3.024 -0.534 2.019
H 0.569 -1.172 -2.053
H 0.804 -2.390 -4.173
H -0.405 -4.528 -4.518
H -1.865 -5.421 -2.725
H -2.109 -4.201 -0.601
H -2.541 -3.824 1.820
H -1.938 -5.694 3.306
H 0.385 -5.935 4.133
H 2.117 -4.299 3.445
H 1.533 -2.466 1.919
H -3.648 -2.023 -0.964
H -5.940 -1.298 -0.388
H -6.367 -0.040 1.701
H -4.510 0.395 3.282
H -2.219 -0.438 2.755
N -1.132 1.098 -1.666
C -1.917 0.441 -2.525
C -1.728 0.961 -3.797
C -0.769 1.948 -3.638
N -0.407 1.996 -2.357
H -0.811 0.748 -0.722
H -2.569 -0.355 -2.186
H -2.220 0.650 -4.707
H -0.316 2.613 -4.366
*
```


8.
ORCA calculation (ωB97M-V/def2-TZVPD) on C23H33FN4O2 in the gas phase.

Values from the calculation:
**HOMO**: -8.11 eV
**Gap between HOMO and LUMO**: 0.30831 hartree
**SMILES**: CCCCCCNC(=O)c1cn(CC)c2cc(N3CCN(C)CC3)c(F)cc2c1=O
**Energy relative to the best compared isomer or geometry (same formula, charge and spin)**: 0.00 kJ/mol

ORCA input file:
```
! wB97M-V def2-TZVPD RIJCOSX def2/J DEFGRID3
* xyz 0 1
C 5.377 -4.886 -1.380
C 4.641 -4.618 -0.073
C 3.296 -5.340 -0.028
C 2.537 -5.043 1.263
C 1.260 -5.870 1.419
C 0.229 -5.610 0.316
N -0.148 -4.222 0.245
C 0.203 -3.421 -0.771
O 0.808 -3.798 -1.767
C -0.224 -1.996 -0.621
C 0.080 -1.170 -1.657
N -0.210 0.144 -1.723
C 0.155 0.870 -2.924
C -1.001 0.927 -3.920
C -0.919 0.729 -0.692
C -1.313 2.065 -0.731
C -2.023 2.685 0.303
N -2.415 3.991 0.168
C -3.460 4.608 0.955
C -2.881 5.473 2.074
N -2.029 6.492 1.485
C -1.528 7.419 2.475
C -0.959 5.865 0.735
C -1.543 5.000 -0.389
C -2.333 1.865 1.411
F -2.978 2.374 2.493
C -1.972 0.548 1.466
C -1.262 -0.056 0.425
C -0.918 -1.474 0.539
O -1.214 -2.130 1.541
H 4.775 -4.558 -2.224
H 5.575 -5.950 -1.495
H 6.327 -4.356 -1.405
H 4.474 -3.544 0.034
H 5.260 -4.942 0.767
H 3.463 -6.417 -0.113
H 2.701 -5.019 -0.884
H 3.187 -5.248 2.118
H 2.282 -3.981 1.292
H 1.508 -6.933 1.412
H 0.806 -5.636 2.386
H 0.634 -5.884 -0.660
H -0.665 -6.212 0.509
H -0.606 -3.788 1.044
H 0.607 -1.598 -2.500
H 0.486 1.875 -2.653
H 1.003 0.354 -3.380
H -1.867 1.417 -3.483
H -0.698 1.475 -4.808
H -1.288 -0.080 -4.212
H -1.100 2.658 -1.603
H -4.025 5.259 0.277
H -4.139 3.858 1.353
H -2.328 4.838 2.787
H -3.694 5.965 2.611
H -0.898 6.932 3.235
H -2.372 7.892 2.975
H -0.941 8.189 1.977
H -0.323 5.230 1.382
H -0.333 6.648 0.300
H -2.128 5.637 -1.061
H -0.726 4.546 -0.946
H -2.219 -0.047 2.331
*
```


9.
ORCA calculation (ωB97M-V/def2-TZVPD) on C26H36N2O2 in the gas phase.

Values from the calculation:
**HOMO**: -7.96 eV
**Gap between HOMO and LUMO**: 0.29562 hartree
**SMILES**: CC(C)CCN(CCC(C)C)C[C@H](O)Cn1c2ccccc2c(=O)c2ccccc21
**Energy relative to the best compared isomer or geometry (same formula, charge and spin)**: 30.80 kJ/mol

ORCA input file:
```
! wB97M-V def2-TZVPD RIJCOSX def2/J DEFGRID3
* xyz 0 1
C -4.741 -2.452 1.556
C -4.456 -1.474 0.418
C -4.796 -2.125 -0.922
C -2.990 -1.029 0.475
C -2.679 0.134 -0.468
N -1.373 0.717 -0.219
C -1.227 2.031 -0.824
C -1.801 3.161 0.038
C -1.068 3.438 1.359
C 0.427 3.680 1.156
C -1.295 2.329 2.381
C -0.238 -0.158 -0.417
C -0.022 -0.684 -1.859
O -0.675 -1.923 -2.068
C 1.467 -0.933 -2.220
N 2.414 -0.805 -1.135
C 2.683 -1.895 -0.330
C 1.873 -3.038 -0.356
C 2.170 -4.129 0.431
C 3.277 -4.126 1.273
C 4.068 -3.004 1.327
C 3.785 -1.883 0.543
C 4.647 -0.706 0.665
O 5.674 -0.698 1.328
C 4.155 0.477 -0.049
C 4.800 1.698 0.160
C 4.376 2.844 -0.467
C 3.283 2.775 -1.323
C 2.635 1.581 -1.550
C 3.056 0.398 -0.923
H -4.118 -3.339 1.459
H -4.535 -1.992 2.520
H -5.783 -2.763 1.540
H -5.094 -0.593 0.550
H -4.148 -2.981 -1.104
H -5.826 -2.474 -0.919
H -4.685 -1.422 -1.744
H -2.756 -0.697 1.489
H -2.359 -1.892 0.256
H -2.798 -0.170 -1.525
H -3.415 0.920 -0.284
H -1.722 2.071 -1.811
H -0.167 2.226 -0.984
H -2.848 2.951 0.264
H -1.774 4.070 -0.569
H -1.502 4.362 1.761
H 0.945 2.756 0.908
H 0.599 4.400 0.359
H 0.868 4.072 2.069
H -0.798 2.574 3.318
H -2.357 2.204 2.578
H -0.901 1.388 2.009
H -0.336 -1.019 0.248
H 0.641 0.401 -0.094
H -0.430 0.058 -2.564
H -1.612 -1.828 -1.863
H 1.777 -0.263 -3.022
H 1.527 -1.949 -2.616
H 0.991 -3.073 -0.973
H 1.526 -4.995 0.394
H 3.503 -4.990 1.880
H 4.930 -2.948 1.975
H 5.642 1.699 0.837
H 4.876 3.785 -0.297
H 2.927 3.669 -1.815
H 1.779 1.581 -2.206
*
```


Short version: DFT total energy = -516.35031, -1570.08569, -4858.33794, -9593.58185, -1043.72335, -268.28696, -4290.65533, -1365.63496, -1272.34786 Eh, in the order given.
Short version: max |F| = 5.43, 3.46, 1.56, 1.76, 1.69, 5.05, 1.28, 0.76, 0.58 eV/A, in the order given.